# CH4N3P

A cluster of 2 separate species, CH4N3P in total (wB97M-V/def2-TZVPD, OMol25).

Calculated values
HOMO-LUMO gap: 8.861 eV
Highest occupied orbital energy: -0.3161 Eh
ΔE to the lowest compared entry with this formula, charge and spin: 79.7 kcal per mole
2S+1: 1

XYZ file:
```
9
CH4N3P, DFT wB97M-V/def2-TZVPD
C -0.1380 1.0461 -0.4075
N 1.2492 0.7548 -0.0531
N 1.5783 -0.3951 0.1870
N 0.4832 -1.2385 0.1613
P -1.0367 -0.6240 -0.2134
H -0.5133 1.9421 0.1067
H -0.1678 1.1579 -1.4781
H 0.7039 -2.1653 0.2164
H -2.1588 -0.4781 1.4807
```

Partial charges, Löwdin, in e: number 1, C, carries -0.41; number 2, N, carries -0.09; number 3, N, carries -0.05; number 4, N, carries -0.33; number 5, P, carries 0.79; number 6, H, carries 0.08; number 7, H, carries 0.05; number 8, H, carries 0.03; number 9, H, carries -0.06

# C5H11NO

A cluster of 2 separate species, C5H11NO in total (wB97M-V/def2-TZVPD, OMol25).

Calculated values
Structure (SMILES): CN=C=O.CCC
HOMO-LUMO gap: 11.176 eV
Highest occupied orbital energy: -0.3817 Eh
ΔE to the lowest compared entry with this formula, charge and spin: 19.3 kcal per mole
2S+1: 1

XYZ file:
```
18
C5H11NO, DFT wB97M-V/def2-TZVPD
C 2.7667 0.7119 -0.1950
N 2.2455 -0.3803 0.5820
C 1.4384 -0.5719 1.4512
O 0.6796 -0.8840 2.2966
H 1.9647 1.2155 -0.7456
H 3.4924 0.3238 -0.9119
H 3.2690 1.4399 0.4498
C -1.8212 -1.3897 -0.1190
C -1.1196 -0.2206 -0.8078
C -1.3009 1.0910 -0.0455
H -1.4360 -1.5268 0.8979
H -1.6717 -2.3269 -0.6659
H -2.9010 -1.2116 -0.0479
H -0.0490 -0.4469 -0.9063
H -1.5026 -0.1070 -1.8303
H -2.3607 1.3678 0.0068
H -0.9377 0.9983 0.9856
H -0.7663 1.9201 -0.5246
```

Partial charges, Löwdin, in e: number 1, C, carries -0.09; number 2, N, carries 0.06; number 3, C, carries -0.34; number 4, O, carries 0.13; number 5, H, carries 0.07; number 6, H, carries 0.08; number 7, H, carries 0.08; number 8, C, carries -0.12; number 9, C, carries -0.33; number 10, C, carries -0.13; number 11, H, carries 0.06; number 12, H, carries 0.07; number 13, H, carries 0.07; number 14, H, carries 0.08; number 15, H, carries 0.10; number 16, H, carries 0.07; number 17, H, carries 0.06; number 18, H, carries 0.06

# C8H21BN2

An isolated molecule of C8H21BN2 (wB97M-V/def2-TZVPD, OMol25).

Calculated values
Structure (SMILES): CN(C)B(N(C)C)C(C)(C)C
HOMO-LUMO gap: 8.534 eV
Highest occupied orbital energy: -0.2871 Eh
2S+1: 1

XYZ file:
```
32
C8H21BN2, DFT wB97M-V/def2-TZVPD
C -0.8603 2.1808 -0.6648
N 0.3087 1.3241 -0.6063
C 1.4601 1.7021 -1.3449
B 0.1539 -0.0298 -0.1047
N -0.0739 -1.1043 -1.1046
C 0.9942 -2.0657 -1.2970
C -0.9745 -0.8852 -2.1801
C -0.1339 -0.2389 1.4702
C -0.6128 -1.6846 1.5958
C 1.1941 -0.0230 2.2361
C -1.2127 0.7390 2.0020
H -0.7940 3.0162 0.0677
H -1.7661 1.5872 -0.5415
H -0.9416 2.6622 -1.6824
H 1.5255 1.0500 -2.2181
H 2.3946 1.5134 -0.7988
H 1.3763 2.7243 -1.6975
H 0.5669 -3.0613 -1.4953
H 1.6431 -2.1081 -0.4328
H 1.6045 -1.8151 -2.1608
H -0.4417 -0.8321 -3.1413
H -1.4297 0.0941 -2.0614
H -1.7705 -1.6688 -2.1985
H -1.5287 -1.7995 0.9888
H -0.8514 -1.9542 2.6255
H 0.1174 -2.3900 1.1868
H 1.9625 -0.7087 1.8534
H 1.4906 1.0191 2.0455
H 1.0856 -0.1748 3.2878
H -0.9257 1.7785 1.8120
H -2.1434 0.5478 1.4930
H -1.4168 0.6052 3.0664
```

Partial charges, Löwdin, in e: number 1, C, carries -0.10; number 2, N, carries -0.15; number 3, C, carries -0.08; number 4, B, carries -0.45; number 5, N, carries -0.15; number 6, C, carries -0.08; number 7, C, carries -0.08; number 8, C, carries -0.48; number 9, C, carries -0.07; number 10, C, carries -0.05; number 11, C, carries -0.05; number 12, H, carries 0.09; number 13, H, carries 0.07; number 14, H, carries 0.10; number 15, H, carries 0.08; number 16, H, carries 0.09; number 17, H, carries 0.09; number 18, H, carries 0.09; number 19, H, carries 0.08; number 20, H, carries 0.08; number 21, H, carries 0.09; number 22, H, carries 0.07; number 23, H, carries 0.10; number 24, H, carries 0.09; number 25, H, carries 0.08; number 26, H, carries 0.07; number 27, H, carries 0.08; number 28, H, carries 0.09; number 29, H, carries 0.07; number 30, H, carries 0.07; number 31, H, carries 0.07; number 32, H, carries 0.09

# C5H7NO

An isolated molecule of C5H7NO (wB97M-V/def2-TZVPD, OMol25).

Calculated values
Structure (SMILES): C[C@]12N[C@H]1CC2=O
HOMO-LUMO gap: 10.488 eV
Highest occupied orbital energy: -0.3485 Eh
ΔE to the lowest compared entry with this formula, charge and spin: 97.2 kcal per mole
2S+1: 1

XYZ file:
```
14
C5H7NO, DFT wB97M-V/def2-TZVPD
C -1.9233 0.0686 0.0699
C -0.4414 -0.0889 0.0648
N 0.1772 -1.0118 0.9705
C 0.6540 0.5544 0.8728
C 1.6500 0.5093 -0.3187
C 0.4566 -0.0170 -1.1477
O 0.2282 -0.1197 -2.3220
H -2.2106 0.9625 -0.4889
H -2.2894 0.1528 1.0960
H -2.3815 -0.8045 -0.4021
H 0.9411 -1.5771 0.6209
H 0.6262 0.0247 1.8954
H 2.5307 -0.1210 -0.1706
H 1.9822 1.4677 -0.7402
```

Partial charges, Löwdin, in e: number 1, C, carries 0.00; number 2, C, carries -0.48; number 3, N, carries 0.07; number 4, C, carries -0.06; number 5, C, carries -0.05; number 6, C, carries -0.34; number 7, O, carries 0.12; number 8, H, carries 0.09; number 9, H, carries 0.09; number 10, H, carries 0.09; number 11, H, carries 0.10; number 12, H, carries 0.14; number 13, H, carries 0.11; number 14, H, carries 0.12

# C28H77N7O7

A cluster of 7 separate species, C28H77N7O7 in total (wB97M-V/def2-TZVPD, OMol25).

Calculated values
Structure (SMILES): COC[C@H](C)N.COC[C@H](C)N.COC[C@H](C)N.COC[C@H](C)N.COC[C@H](C)N.COC[C@H](C)N.COC[C@H](C)N
HOMO-LUMO gap: 8.770 eV
Highest occupied orbital energy: -0.3086 Eh
ΔE to the lowest compared entry with this formula, charge and spin: 163.0 kcal per mole
2S+1: 1

XYZ file:
```
119
C28H77N7O7, DFT wB97M-V/def2-TZVPD
C 4.0328 -3.8752 4.4064
O 3.5308 -3.6622 3.0784
C 2.5368 -2.5952 2.8944
C 2.3868 -2.0632 1.4324
C 3.6638 -1.3252 1.0814
N 1.3468 -1.0242 1.3444
H 3.2968 -3.8662 5.1844
H 4.7548 -3.0892 4.7544
H 4.6008 -4.7472 4.4524
H 1.6368 -2.9622 3.3314
H 2.8818 -1.7252 3.4064
H 2.0488 -2.8472 0.7454
H 3.4708 -0.7122 0.1954
H 4.4468 -2.0442 0.8664
H 3.9768 -0.6132 1.8664
H 0.8028 -1.1582 2.1474
H 0.9148 -1.1582 0.4604
C -2.8412 -7.7092 4.3174
O -2.8432 -6.2782 4.4634
C -3.9952 -5.6442 4.1084
C -3.9862 -5.4152 2.5614
C -2.8452 -4.4382 2.1454
N -5.2932 -4.9622 2.1234
H -2.8482 -7.9642 3.2744
H -3.5562 -8.3882 4.8124
H -1.9582 -8.1982 4.7234
H -4.9042 -6.0982 4.4164
H -3.9992 -4.6322 4.5254
H -3.8612 -6.3452 1.9124
H -1.9192 -4.9852 1.9584
H -2.6302 -3.6172 2.8094
H -2.9642 -3.9882 1.1674
H -5.9842 -5.4862 2.7384
H -5.5482 -4.0222 2.1494
C -2.3202 3.1138 -5.0996
O -1.7782 4.4348 -4.7596
C -0.8472 4.2908 -3.6886
C 0.6228 4.2398 -4.1406
C 1.0388 3.1048 -5.0206
N 1.6058 4.2328 -3.0936
H -1.9062 2.1968 -4.5666
H -1.9732 2.8858 -6.0666
H -3.3692 3.0528 -4.9166
H -0.9322 5.2718 -3.2026
H -1.1042 3.5928 -2.9556
H 0.6218 5.1668 -4.7446
H 2.1698 2.9568 -5.0956
H 0.6698 3.3688 -6.0446
H 0.4598 2.2438 -4.7926
H 1.4008 3.4668 -2.4446
H 1.5858 5.0808 -2.5356
C -0.8622 -3.0492 -0.7936
O 0.0188 -2.1852 -1.4796
C -0.4192 -0.8622 -1.4146
C 0.4318 0.0698 -2.2826
C 1.8228 0.2888 -1.8586
N -0.1762 1.3738 -2.2596
H -1.2052 -2.5342 0.1704
H -0.2552 -3.8302 -0.3756
H -1.6702 -3.4712 -1.3676
H -1.3692 -0.9402 -2.0346
H -0.6032 -0.5462 -0.3546
H 0.5068 -0.3992 -3.3136
H 2.4088 0.7458 -2.6336
H 2.3478 -0.6152 -1.8676
H 1.8228 0.8388 -0.9616
H -0.0912 1.7858 -1.3046
H 0.4478 2.0868 -2.7136
C -1.6122 0.7908 2.5964
O -1.2282 1.9828 1.9444
C -0.6172 1.8258 0.7284
C -0.1642 3.2418 0.5994
C -1.3602 4.1278 0.2504
N 0.8418 3.3238 -0.4076
H -2.2182 0.0718 1.9694
H -2.0352 1.0668 3.4824
H -0.7752 0.2458 2.9654
H 0.1448 1.1038 0.7974
H -1.3922 1.5668 0.0264
H 0.3498 3.4728 1.4964
H -1.7912 3.9468 -0.7026
H -0.9672 5.1118 0.1274
H -2.1522 4.2038 1.0254
H 1.2668 4.2998 -0.3296
H 1.6998 2.8248 -0.1526
C 7.7328 1.4478 0.3284
O 6.7118 2.1658 -0.2036
C 5.5048 1.8238 0.5204
C 4.2878 2.4788 -0.1506
C 4.4068 4.0338 0.1024
N 3.1648 2.0438 0.5594
H 7.8908 1.5218 1.4184
H 8.6068 1.8268 -0.2336
H 7.7278 0.3348 0.1414
H 5.4178 0.7258 0.4964
H 5.5618 2.1138 1.5284
H 4.2698 2.1928 -1.1826
H 5.3088 4.3768 -0.2846
H 4.3298 4.1688 1.1444
H 3.6078 4.5608 -0.4206
H 3.1898 1.0448 0.6904
H 3.1028 2.3858 1.5554
C -4.0072 -1.3582 0.9184
O -4.5962 -0.6452 -0.0526
C -3.7242 0.3428 -0.5856
C -4.3362 1.0588 -1.7676
C -4.3532 0.1908 -3.0996
N -3.4772 2.1808 -2.0216
H -4.0002 -0.8572 1.8664
H -2.9152 -1.6312 0.8424
H -4.5002 -2.2342 1.3034
H -3.5032 1.0958 0.2454
H -2.7212 -0.1352 -0.7426
H -5.3282 1.3858 -1.4706
H -4.8062 0.7358 -3.9556
H -4.8682 -0.6902 -2.9006
H -3.4052 0.0268 -3.3696
H -2.5812 1.7738 -2.3026
H -3.1392 2.4898 -1.1716
```

Atomic partial charges in e from the Löwdin method, atoms 1 to 99: number 1, C, carries -0.10; number 2, O, carries -0.18; number 3, C, carries -0.15; number 4, C, carries -0.37; number 5, C, carries -0.08; number 6, N, carries 0.08; number 7, H, carries 0.07; number 8, H, carries 0.10; number 9, H, carries 0.06; number 10, H, carries 0.11; number 11, H, carries 0.11; number 12, H, carries 0.14; number 13, H, carries 0.05; number 14, H, carries 0.09; number 15, H, carries 0.09; number 16, H, carries 0.04; number 17, H, carries 0.02; number 18, C, carries -0.09; number 19, O, carries -0.16; number 20, C, carries -0.24; number 21, C, carries -0.40; number 22, C, carries -0.06; number 23, N, carries 0.02; number 24, H, carries 0.07; number 25, H, carries 0.09; number 26, H, carries 0.08; number 27, H, carries 0.10; number 28, H, carries 0.13; number 29, H, carries 0.15; number 30, H, carries 0.08; number 31, H, carries 0.07; number 32, H, carries 0.04; number 33, H, carries 0.10; number 34, H, carries 0.02; number 35, C, carries -0.09; number 36, O, carries -0.15; number 37, C, carries -0.22; number 38, C, carries -0.46; number 39, C, carries -0.08; number 40, N, carries 0.03; number 41, H, carries 0.08; number 42, H, carries 0.06; number 43, H, carries 0.07; number 44, H, carries 0.13; number 45, H, carries 0.06; number 46, H, carries 0.14; number 47, H, carries 0.11; number 48, H, carries 0.09; number 49, H, carries 0.04; number 50, H, carries 0.02; number 51, H, carries 0.07; number 52, C, carries -0.10; number 53, O, carries -0.18; number 54, C, carries -0.23; number 55, C, carries -0.40; number 56, C, carries -0.07; number 57, N, carries 0.06; number 58, H, carries 0.08; number 59, H, carries 0.08; number 60, H, carries 0.10; number 61, H, carries 0.14; number 62, H, carries 0.10; number 63, H, carries 0.17; number 64, H, carries 0.09; number 65, H, carries 0.07; number 66, H, carries 0.04; number 67, H, carries 0.04; number 68, H, carries 0.05; number 69, C, carries -0.06; number 70, O, carries -0.16; number 71, C, carries -0.25; number 72, C, carries -0.42; number 73, C, carries -0.01; number 74, N, carries 0.00; number 75, H, carries 0.08; number 76, H, carries 0.06; number 77, H, carries 0.06; number 78, H, carries 0.09; number 79, H, carries 0.09; number 80, H, carries 0.14; number 81, H, carries 0.05; number 82, H, carries 0.07; number 83, H, carries 0.10; number 84, H, carries 0.11; number 85, H, carries 0.02; number 86, C, carries -0.19; number 87, O, carries -0.16; number 88, C, carries -0.18; number 89, C, carries -0.39; number 90, C, carries -0.01; number 91, N, carries 0.01; number 92, H, carries 0.09; number 93, H, carries 0.10; number 94, H, carries 0.10; number 95, H, carries 0.11; number 96, H, carries 0.11; number 97, H, carries 0.14; number 98, H, carries 0.06; number 99, H, carries 0.07

# C9H6O2

An isolated molecule of C9H6O2 (wB97M-V/def2-TZVPD, OMol25).

Calculated values
Structure (SMILES): O=C1Cc2ccccc2C1=O
HOMO-LUMO gap: 8.363 eV
Highest occupied orbital energy: -0.3326 Eh
ΔE to the lowest compared entry with this formula, charge and spin: 18.7 kcal per mole
2S+1: 1

XYZ file:
```
17
C9H6O2, DFT wB97M-V/def2-TZVPD
O -3.1647 -0.5496 -0.0310
C -2.0016 -0.4195 -0.0245
C -0.9237 -1.5575 0.0494
C 0.4266 -0.8548 0.0044
C 1.6958 -1.4430 -0.0383
C 2.7463 -0.5255 -0.0744
C 2.6234 0.8120 0.0184
C 1.3651 1.3914 0.0478
C 0.2904 0.5473 0.1468
C -1.1105 0.8648 0.0772
O -1.6801 1.8963 -0.1097
H -1.0541 -2.0791 -0.9023
H -1.0773 -2.0889 1.0071
H 1.9028 -2.5746 0.0013
H 3.7471 -0.9881 -0.2067
H 3.4076 1.5587 -0.0786
H 1.1615 2.5061 0.0649
```

Partial charges, Löwdin, in e: number 1, O, carries 0.17; number 2, C, carries -0.30; number 3, C, carries -0.03; number 4, C, carries -0.16; number 5, C, carries -0.01; number 6, C, carries -0.10; number 7, C, carries -0.09; number 8, C, carries 0.00; number 9, C, carries -0.13; number 10, C, carries -0.29; number 11, O, carries 0.15; number 12, H, carries 0.13; number 13, H, carries 0.14; number 14, H, carries 0.15; number 15, H, carries 0.12; number 16, H, carries 0.11; number 17, H, carries 0.15

# C4H7OTl

A structure of composition C4H7OTl (wB97M-V/def2-TZVPD, OMol25).

Calculated values
Total charge: +1
HOMO-LUMO gap (spin up / spin down): 6.924 / 10.010 eV
Expectation value of S²: 0.75
Highest occupied orbital energy (spin up / spin down): -0.4241 / -0.5375 Eh
ΔE to the lowest compared entry with this formula, charge and spin: 16.4 kcal per mole
2S+1: 2

XYZ file:
```
13
C4H7OTl, DFT wB97M-V/def2-TZVPD
C -1.8097 0.4493 0.3697
C 0.5205 -0.2467 0.4894
C 0.9617 0.7735 -0.4941
O 1.9221 0.6415 -1.2461
Tl 3.6053 -0.7556 -2.3401
H -1.8689 1.1171 1.2320
H 1.2030 -1.1057 0.3681
H -2.5614 0.5538 -0.4133
H 0.7382 0.3247 1.4427
C -0.9204 -0.7419 0.3939
H -1.1330 -1.3842 1.2689
H -1.0559 -1.3515 -0.5135
H 0.3985 1.7254 -0.5576
```

Partial charges, Löwdin, in e: number 1, C, carries 0.02; number 2, C, carries -0.17; number 3, C, carries -0.21; number 4, O, carries -0.27; number 5, Tl, carries 1.08; number 6, H, carries 0.07; number 7, H, carries 0.12; number 8, H, carries 0.06; number 9, H, carries 0.16; number 10, C, carries -0.26; number 11, H, carries 0.13; number 12, H, carries 0.12; number 13, H, carries 0.15

# CFNO4S

A cluster of 2 separate species, CFNO4S in total (wB97M-V/def2-TZVPD, OMol25).

Calculated values
Total charge: -2
HOMO-LUMO gap: 7.117 eV
Highest occupied orbital energy: -0.0130 Eh
ΔE to the lowest compared entry with this formula, charge and spin: 7.5 kcal per mole
2S+1: 1

XYZ file:
```
8
CFNO4S, DFT wB97M-V/def2-TZVPD
C 2.0842 0.0026 0.2980
N 1.1637 0.7434 0.3426
O 3.0331 -0.7398 0.0303
O -1.0776 0.3653 -1.4417
O -1.8047 1.0600 0.9262
O -1.0364 -1.1655 0.5629
F -3.1269 -0.5157 -0.4494
S -1.4751 0.0484 -0.0299
```

Partial charges, Löwdin, in e: number 1, C, carries -0.68; number 2, N, carries 0.01; number 3, O, carries -0.17; number 4, O, carries -0.42; number 5, O, carries -0.38; number 6, O, carries -0.37; number 7, F, carries -0.41; number 8, S, carries 0.42

Number 1: total energy -14857.291 eV. Number 2: total energy -8900.860 eV. Number 3: total energy -12293.053 eV. Number 4: total energy -8831.989 eV. Number 5: total energy -55038.065 eV. Number 6: total energy -13524.088 eV. Number 7: total energy -10993.958 eV. Number 8: total energy -24269.874 eV.